Record 1
Below is a gas-phase ion, C5H12N3S (charge +1), with properties calculated with ωB97M-V with the def2-TZVPD basis set.

Each line ends with the natural charge from an NBO analysis.
Positions of all 21 atoms, in Å:
S 0.358 2.483 -0.314  0.3565
N -0.282 -0.110 0.879  -0.4782
N -1.349 0.630 0.571  -0.2120
N 2.274 0.491 0.023  -0.3417
C -1.823 0.278 -0.908  -0.4335
C 3.317 -0.481 0.175  -0.4094
C -1.099 2.093 0.774  -0.3196
C 1.230 1.043 -0.018  0.3295
C -0.367 -1.584 0.657  -0.4375
H -2.044 2.638 0.385  0.2636
H -0.835 0.148 -1.370  0.2247
H -2.159 0.377 1.140  0.4065
H -1.230 -1.903 1.261  0.2042
H 4.206 -0.243 -0.298  0.2379
H 2.986 -1.425 -0.106  0.2245
H -2.299 -0.697 -0.914  0.2401
H -2.352 1.113 -1.315  0.2253
H 0.575 -1.920 1.049  0.2281
H 3.420 -0.550 1.361  0.2469
H -0.789 2.302 1.776  0.2609
H -0.424 -1.846 -0.381  0.1832

Properties
Total energy in eV: -20674.0332
Energy relative to the best compared isomer or geometry (same formula, charge and spin) in eV: 4.8194
F_max in eV/Å: 4.97
Orbital gap in eV: 9.030
Total charge: +1



Record 2
Below is a gas-phase ion, CH3IO3P (charge -1), with properties calculated with ωB97M-V with the def2-TZVPD basis set.

Each line ends with the natural charge from an NBO analysis.
Positions of all 9 atoms, in Å:
I 2.398 -1.409 0.146  -0.4199
P 1.080 0.784 -0.045  2.2150
O -0.295 0.372 0.756  -0.8449
O 1.816 1.813 0.688  -1.1097
O 0.515 0.893 -1.549  -1.1396
C -1.246 -0.443 0.101  -0.2579
H -0.683 -1.137 -0.575  0.1974
H -1.658 -0.984 1.048  0.1735
H -1.927 0.111 -0.571  0.1861

Properties
SMILES string: CO[P@](=O)([O-])I
Total energy in eV: -24621.8811
Energy relative to the best compared isomer or geometry (same formula, charge and spin) in eV: 0.3620
F_max in eV/Å: 6.26
Orbital gap in eV: 8.307
Total charge: -1



Record 3
Below is 9 unconnected molecules or ions with the total composition H16IO8, with properties calculated with ωB97M-V with the def2-TZVPD basis set.

Each line ends with the natural charge from an NBO analysis.
Positions of all 25 atoms, in Å:
I 51.395 -36.362 11.508  -0.9207
O 49.502 -39.246 10.544  -0.9239
O 52.077 -36.434 7.627  -0.9747
O 49.941 -37.278 14.757  -0.9765
O 55.329 -36.214 11.016  -0.9689
O 51.519 -34.149 14.497  -0.9444
O 53.099 -39.300 12.433  -0.9708
O 48.036 -35.358 11.334  -0.9208
O 51.209 -32.925 10.629  -0.9504
H 52.763 -38.434 12.454  0.4880
H 50.080 -37.156 13.754  0.4961
H 51.177 -33.829 10.690  0.4774
H 54.276 -36.355 10.991  0.4942
H 53.024 -35.940 7.540  0.4625
H 48.683 -38.878 9.914  0.4486
H 48.214 -34.508 10.857  0.4549
H 53.963 -39.374 11.972  0.4719
H 52.041 -32.693 11.014  0.4622
H 55.296 -35.345 11.733  0.4623
H 50.278 -38.213 14.961  0.4677
H 51.961 -36.434 8.702  0.4976
H 48.695 -35.721 10.832  0.4623
H 50.007 -38.515 10.568  0.4687
H 51.413 -34.695 13.741  0.4844
H 50.754 -34.066 14.888  0.4522

Properties
Total energy in eV: -24741.7021
Energy relative to the best compared isomer or geometry (same formula, charge and spin) in eV: 3.0874
F_max in eV/Å: 7.71
Orbital gap in eV: 8.821
Total charge: -1



Record 4
Below is a molecular structure, C11H17N3O, with properties calculated with ωB97M-V with the def2-TZVPD basis set.

Each line ends with the natural charge from an NBO analysis.
Positions of all 32 atoms, in Å:
O 2.989 -0.938 -0.269  -0.5074
N 1.253 2.076 0.123  -0.3901
N -1.760 0.011 0.125  -0.4512
N -3.961 -0.596 1.132  -0.6101
C -2.796 0.921 -0.440  -0.2348
C 4.355 -0.584 -0.424  -0.1757
C 2.024 0.044 -0.258  0.3070
C 5.048 -0.716 1.035  -0.6589
C -4.120 0.712 0.330  -0.2546
C 2.415 1.263 0.028  -0.1465
C -3.646 -1.533 -0.083  -0.2994
C 0.008 1.666 -0.158  0.0102
C -0.449 0.301 -0.112  0.1384
C -2.096 -1.297 -0.508  -0.2472
C 0.588 -0.431 -0.500  -0.2753
H 5.136 0.646 1.344  0.2393
H -2.896 0.585 -1.421  0.1836
H -0.779 2.425 -0.259  0.1720
H -2.413 1.958 -0.387  0.2162
H 0.409 -1.606 -0.357  0.2178
H -4.942 0.825 -0.429  0.2206
H 4.719 -1.461 -0.948  0.1912
H -2.871 -0.660 1.772  0.3921
H -2.109 -1.504 -1.775  0.2017
H 3.739 -1.589 1.587  0.2441
H -4.039 1.344 1.177  0.2095
H 4.730 0.193 -1.117  0.2053
H -3.451 -2.591 0.126  0.2151
H 3.374 1.856 -0.015  0.2354
H -4.271 -1.396 -1.065  0.2018
H -1.305 -2.343 -0.199  0.2135
H 6.343 -1.704 0.988  0.2363

Properties
Total energy in eV: -18186.7687
Energy relative to the best compared isomer or geometry (same formula, charge and spin) in eV: 14.0204
F_max in eV/Å: 6.68
Orbital gap in eV: 8.588
Total charge: 0